Here is an isolated molecule of C3H9BOS in a non-equilibrium geometry from the OMol25 dataset. Energies are from ωB97M-V/def2-TZVPD.

Results
Largest force on an atom   4.239 eV/A
Kohn-Sham gap   9.32 eV
Molar mass   104.0 g/mol

Structure (XYZ):
```
15
C3H9BOS | the OMol25 dataset | ωB97M-V/def2-TZVPD
C -2.2464 -1.2409 -0.1863
O -1.7900 -0.0529 0.2465
B -0.4905 0.2591 0.2797
C -0.1215 1.7021 0.7381
S 0.9401 -1.2240 -0.0916
C 2.4199 -0.2984 -0.5692
H -2.7634 -1.7383 0.6239
H -1.4050 -1.8632 -0.5981
H -2.8462 -1.1307 -1.0896
H 0.9289 1.5808 1.3495
H -0.9514 2.0699 1.2887
H 0.2030 2.4040 -0.0678
H 2.4378 -0.2929 -1.6175
H 3.3313 -0.8347 -0.1280
H 2.3534 0.6599 -0.1781
```


Here is a structure of composition C3H9BOS2 in a non-equilibrium geometry from the OMol25 dataset. Energies are from ωB97M-V/def2-TZVPD.

Results
Largest force on an atom   3.454 eV/A
Kohn-Sham gap   8.90 eV
Molar mass   136.1 g/mol

Structure (XYZ):
```
16
C3H9BOS2 | the OMol25 dataset | ωB97M-V/def2-TZVPD
B -2.6100 -0.0665 -0.5553
C 1.6194 1.4371 -0.4797
C 1.4695 0.1279 0.3330
C 0.3252 -0.7085 -0.2324
O -2.7034 -0.7549 -1.6617
S -4.8419 0.4612 0.2884
S -1.1954 0.1631 0.4922
H 1.7731 1.1193 -1.5927
H 0.6362 1.9946 -0.4475
H 2.4099 2.1151 -0.0351
H 1.3107 0.2118 1.4240
H 2.4220 -0.4056 0.3629
H 0.3296 -0.8034 -1.2694
H 0.1627 -1.5702 0.2722
H -3.5335 -1.0868 -2.1478
H -4.3317 1.0439 1.4330
```


Here is an isolated molecule of C3H9BS in a non-equilibrium geometry from the OMol25 dataset. Energies are from ωB97M-V/def2-TZVPD.

Results
Largest force on an atom   2.814 eV/A
Kohn-Sham gap   10.00 eV
Molar mass   88.0 g/mol

Structure (XYZ):
```
14
C3H9BS | the OMol25 dataset | ωB97M-V/def2-TZVPD
B -0.2321 -0.0360 -0.0910
C -0.6032 1.3416 0.5631
C -0.6885 -1.4966 0.2397
C 0.7668 0.1695 -1.2026
S 2.1218 0.0547 0.0419
H -1.5829 1.8061 0.2611
H 0.1409 2.0300 0.2376
H -0.4137 1.2916 1.6455
H -1.2337 -1.5526 1.1930
H 0.0922 -2.1911 0.3474
H -1.3431 -1.8693 -0.6028
H 0.8274 -0.6466 -1.9724
H 0.8500 1.1146 -1.7023
H 1.2982 -0.0159 1.0418
```


Here is a cluster of 2 separate species, C3H9BrN in total in a non-equilibrium geometry from the OMol25 dataset. Energies are from ωB97M-V/def2-TZVPD.

Results
Charge   +1
Largest force on an atom   4.333 eV/A
Kohn-Sham gap   9.20 eV
Molar mass   139.0 g/mol

Structure (XYZ):
```
14
C3H9BrN | the OMol25 dataset | ωB97M-V/def2-TZVPD
C -0.6606 -1.8816 -0.9724
C 0.5492 1.7938 1.0456
C -0.8279 -0.4183 -0.6125
N 1.0375 0.4941 0.4537
Br -2.1279 -0.0854 0.6248
H -1.1941 -2.5924 -0.4411
H 0.4088 -2.2218 -1.0018
H -1.0066 -2.0421 -2.0111
H 1.3720 1.8926 1.7236
H 0.4748 2.6000 0.2879
H -0.2755 1.8594 1.6352
H -0.7015 0.1332 -1.4822
H 1.3135 -0.2003 1.1318
H 1.6385 0.6689 -0.3814
```


Here is a cluster of 2 separate species, C3H9BrO3Si in total in a non-equilibrium geometry from the OMol25 dataset. Energies are from ωB97M-V/def2-TZVPD.

Results
Largest force on an atom   3.564 eV/A
Kohn-Sham gap (alpha / beta)   5.15 / 5.26 eV
Molar mass   201.1 g/mol

Structure (XYZ):
```
17
C3H9BrO3Si | the OMol25 dataset | ωB97M-V/def2-TZVPD
C 3.5175 -0.5208 0.1971
C -2.2078 -1.0339 -2.1991
C -1.0746 0.8106 2.2783
O 2.3042 -0.3746 0.8273
O -1.6891 0.1887 -1.6681
O -1.4671 0.3377 0.9768
Si -0.8422 0.6093 -0.4119
Br -0.3903 2.7010 -0.6845
H 3.9439 -1.6172 0.1964
H 4.1830 0.0061 0.9057
H 3.4673 -0.1359 -0.7695
H -2.0986 -2.0133 -1.6608
H -1.6482 -1.0342 -3.2227
H -3.2915 -0.8777 -2.3796
H 0.0033 0.4828 2.3827
H -1.7069 0.6316 3.1549
H -1.0029 1.8395 2.0771
```


Here is a cluster of 2 separate species, C3H9BrS2 in total in a non-equilibrium geometry from the OMol25 dataset. Energies are from ωB97M-V/def2-TZVPD.

Results
Largest force on an atom   2.028 eV/A
Kohn-Sham gap   9.24 eV
Molar mass   189.1 g/mol

Structure (XYZ):
```
15
C3H9BrS2 | the OMol25 dataset | ωB97M-V/def2-TZVPD
C 1.1504 1.6994 -0.1337
S -0.2265 2.0799 0.9713
S -1.6182 0.6985 0.4147
C -1.1341 -0.7432 1.3889
H 1.9496 2.4318 0.0702
H 0.8538 1.7879 -1.1924
H 1.5506 0.6857 0.0360
H -0.1278 -1.1064 1.1203
H -1.1520 -0.5238 2.4697
H -1.8642 -1.5431 1.1802
C 0.0073 -1.0566 -1.3547
Br 1.4726 -1.5192 -0.2255
H -0.6368 -1.9354 -1.5260
H 0.3744 -0.6941 -2.3296
H -0.5991 -0.2614 -0.8893
```


Here is a cluster of 3 separate species, C3H9ClN3 in total in a non-equilibrium geometry from the OMol25 dataset. Energies are from ωB97M-V/def2-TZVPD.

Results
Charge   +1
Largest force on an atom   3.642 eV/A
Kohn-Sham gap   10.42 eV
Molar mass   122.6 g/mol

Structure (XYZ):
```
16
C3H9ClN3 | the OMol25 dataset | ωB97M-V/def2-TZVPD
C -0.1839 -0.8682 -0.4258
C 2.0014 1.5742 0.0589
C -0.5852 -2.0474 -0.5240
N 2.0676 1.8506 -1.1833
N -0.7706 -3.2804 -0.2512
N -1.6174 1.2247 0.6841
Cl 2.0765 -0.0748 0.6975
H 0.4315 -0.3036 -1.0833
H 1.9711 2.3007 0.8753
H 2.2099 2.8250 -1.3796
H -0.7562 -0.0941 0.0457
H -1.4932 -3.9080 -0.4485
H -0.2006 -3.7033 0.5376
H -2.4812 1.5047 0.1873
H -1.8306 1.1993 1.6661
H -0.8389 1.8006 0.5431
```


Here is a structure of composition C3H9ClSSi in a non-equilibrium geometry from the OMol25 dataset. Energies are from ωB97M-V/def2-TZVPD.

Results
Largest force on an atom   3.796 eV/A
Kohn-Sham gap   8.88 eV
Molar mass   140.7 g/mol

Structure (XYZ):
```
15
C3H9ClSSi | the OMol25 dataset | ωB97M-V/def2-TZVPD
C -0.6222 -0.3494 -1.0618
C 0.2156 1.0864 1.7939
C 2.7683 0.2632 -0.1340
Si 0.4782 0.8680 -0.0608
S 2.9815 -1.3828 0.5769
Cl 0.1941 2.7282 -0.7789
H -0.0691 -0.4137 -1.9603
H -0.9224 -1.1568 -0.4732
H -1.5474 0.1137 -1.4312
H -0.7715 1.5238 1.9501
H 0.2241 0.1465 2.4073
H 0.9013 1.5364 2.5230
H 3.0310 0.3216 -1.1698
H 3.3223 1.0609 0.3736
H 2.7620 -1.2592 1.9479
```


Here is a cluster of 2 separate species, C3H9ClSSi in total from the OMol25 dataset. Energies are from ωB97M-V/def2-TZVPD.

Results
Largest force on an atom   0.793 eV/A
Kohn-Sham gap (alpha / beta)   8.15 / 7.44 eV
Molar mass   140.7 g/mol

Structure (XYZ):
```
15
C3H9ClSSi | the OMol25 dataset | ωB97M-V/def2-TZVPD
C -1.6728 0.4299 1.3457
C 1.4727 -3.1294 -0.5892
C -0.1701 1.2896 -1.3265
Si -0.0057 0.6344 0.4739
S 1.1332 2.0468 1.6697
Cl -1.6374 2.3163 -1.4782
H -2.0959 1.4110 1.5522
H -2.3793 -0.1183 0.7326
H -1.5606 -0.0908 2.2917
H 1.0367 -3.3979 0.3459
H 0.8656 -3.0782 -1.4658
H 2.5266 -2.9786 -0.6656
H -0.2747 0.4853 -2.0508
H 0.6767 1.9098 -1.6185
H 2.0852 2.2701 0.7831
```


Here is a structure of composition C3H9F2O6P2Rb in a non-equilibrium geometry from the OMol25 dataset. Energies are from ωB97M-V/def2-TZVPD.

Results
Largest force on an atom   2.903 eV/A
Kohn-Sham gap   9.33 eV
Molar mass   326.5 g/mol

Structure (XYZ):
```
23
C3H9F2O6P2Rb | the OMol25 dataset | ωB97M-V/def2-TZVPD
Rb 2.8166 -1.6572 1.2730
O 3.0606 1.0883 1.3522
P 3.2037 1.4464 -0.0709
O 3.1458 0.3830 -1.0537
F 4.5096 2.2970 -0.2620
F 2.2266 2.5742 -0.4195
C -3.0206 -1.8934 0.5829
O -1.8059 -1.8842 -0.1653
P -0.6349 -0.9228 0.3520
O 0.1054 -1.4058 1.5456
O 0.3143 -0.9186 -0.8837
C 0.1468 -0.3463 -2.1870
O -1.4588 0.4012 0.5063
C -0.8500 1.5523 1.1048
H -3.6302 -2.5808 0.0163
H -3.4743 -0.8528 0.6551
H -2.8489 -2.3900 1.5780
H -0.5141 0.5125 -2.1345
H -0.3442 -1.0525 -2.8385
H 1.0516 0.0226 -2.6132
H 0.2388 1.6096 0.7135
H -0.9482 1.6005 2.2276
H -1.2897 2.4169 0.7211
```


Here is a structure of composition C3H9F4KN2O12PS4 in a non-equilibrium geometry from the OMol25 dataset. Energies are from ωB97M-V/def2-TZVPD.

Results
Charge   -1
Largest force on an atom   11.128 eV/A
Kohn-Sham gap   5.98 eV
Molar mass   539.4 g/mol

Structure (XYZ):
```
36
C3H9F4KN2O12PS4 | the OMol25 dataset | ωB97M-V/def2-TZVPD
K -0.2683 3.4967 -0.7653
N -4.0363 -2.0540 3.3815
S -2.6396 -2.3573 3.8917
O -1.5050 -1.6176 3.3530
O -2.4371 -3.7027 4.2946
F -2.7385 -1.8048 5.4210
S -3.5554 -1.8365 1.7593
O -3.1011 -3.0233 1.0257
O -3.0004 -0.5453 1.5308
F -5.1318 -1.6457 1.2553
N -1.8624 5.0874 3.1606
S -1.1652 4.5210 4.6261
O -2.0383 3.7196 5.4617
O -0.1561 5.3371 5.2949
F -0.0716 3.5234 3.9988
S -2.7573 6.0764 3.7927
O -2.1227 7.2986 4.2797
O -4.0906 5.7471 4.3582
F -3.2793 6.6150 2.4153
C 4.0443 -1.6352 -1.2737
O 3.7333 -2.3277 -2.4978
P 2.4424 -1.9661 -3.5068
O 1.7260 -0.8411 -2.9995
O 3.2679 -1.8444 -4.9527
C 3.5722 -0.5631 -5.3533
O 1.6316 -3.3995 -3.5003
C 0.7364 -3.6940 -4.5205
H 4.8805 -2.1432 -0.7934
H 3.1806 -1.6098 -0.6092
H 4.4712 -0.6540 -1.4813
H 3.6407 -0.7586 -6.4234
H 4.4319 -0.1540 -4.8225
H 2.8208 0.2201 -5.2525
H -0.2862 -3.4877 -4.2044
H 0.8307 -4.7331 -4.8359
H 0.8328 -3.2435 -5.5083
```


Here is a structure of composition C3H9HfNO2 in a non-equilibrium geometry from the OMol25 dataset. Energies are from ωB97M-V/def2-TZVPD.

Results
Charge   +2
Largest force on an atom   3.094 eV/A
Kohn-Sham gap   8.11 eV
Molar mass   269.6 g/mol

Structure (XYZ):
```
16
C3H9HfNO2 | the OMol25 dataset | ωB97M-V/def2-TZVPD
Hf -0.4020 0.7559 -0.5248
C 0.6537 2.9512 -0.5202
H 0.1031 2.7777 -1.4747
H 0.1093 3.6440 0.1168
H 1.6392 3.3281 -0.8077
H 0.9936 2.0263 0.1265
H 0.9718 0.4808 0.3551
N 0.1869 -1.3747 -0.7076
C -0.3817 -2.2332 0.3747
C -1.2880 -1.4051 1.2949
O -1.9418 -1.9099 2.1612
O -1.3237 -0.0464 0.9973
H -0.0180 -1.7932 -1.6226
H 1.2069 -1.4845 -0.7003
H -0.9314 -3.0831 -0.0672
H 0.4220 -2.6339 0.9987
```


Here is a cluster of 2 separate species, C3H9N in total in a non-equilibrium geometry from the OMol25 dataset. Energies are from ωB97M-V/def2-TZVPD.

Results
Largest force on an atom   2.886 eV/A
Kohn-Sham gap   10.76 eV
Molar mass   59.1 g/mol

Structure (XYZ):
```
13
C3H9N | the OMol25 dataset | ωB97M-V/def2-TZVPD
C 1.4510 1.7596 0.8882
C 1.6164 1.4999 -0.4268
H 1.9764 1.1552 1.6225
H 1.3341 2.8107 1.1595
H 1.6212 0.4412 -0.6493
H 1.4642 2.2438 -1.1953
C -1.6531 -1.7271 -0.7785
N -1.1356 -1.2281 0.5098
H -0.9637 -2.4423 -1.2371
H -2.5839 -2.3106 -0.7143
H -1.7756 -0.9646 -1.5486
H -1.4563 -0.2659 0.5640
H -0.1543 -1.0664 0.2876
```


Here is a cluster of 2 separate species, C3H9N2 in total in a non-equilibrium geometry from the OMol25 dataset. Energies are from ωB97M-V/def2-TZVPD.

Results
Charge   +1
Largest force on an atom   3.697 eV/A
Kohn-Sham gap   4.18 eV
Molar mass   73.1 g/mol

Structure (XYZ):
```
14
C3H9N2 | the OMol25 dataset | ωB97M-V/def2-TZVPD
C 0.5518 1.6685 1.4069
C -0.2600 1.0993 0.2619
C 0.2523 0.1882 -0.5583
N 0.5473 -3.4402 -1.1222
N -1.6028 1.7125 0.2047
H 0.7154 2.7516 1.2238
H -0.0030 1.5773 2.3246
H 1.5331 1.1204 1.4620
H 1.2835 0.2045 -0.9203
H -0.2383 -4.0475 -0.7697
H 0.9679 -3.7509 -2.0309
H 0.3635 -2.4189 -1.0356
H -2.3854 1.0295 0.1490
H -1.7253 2.3057 -0.5959
```


Here is the ion C3H9N2 with charge +1 in a non-equilibrium geometry from the OMol25 dataset. Energies are from ωB97M-V/def2-TZVPD.

Results
Charge   +1
Largest force on an atom   3.121 eV/A
Kohn-Sham gap   8.93 eV
Molar mass   73.1 g/mol

Structure (XYZ):
```
14
C3H9N2 | the OMol25 dataset | ωB97M-V/def2-TZVPD
C -1.1613 0.0174 1.2652
C -0.1609 0.0867 0.1543
N 0.0869 1.4840 -0.4108
C 0.7177 -0.8740 -0.1904
N 1.2661 -1.2906 -1.3558
H -1.8332 0.8793 1.2589
H -0.7374 0.0254 2.2773
H -1.7309 -0.8897 1.1290
H -0.2933 1.6713 -1.3424
H 1.0029 1.7708 -0.0798
H -0.6094 2.0315 0.1097
H 0.9655 -1.5626 0.6488
H 1.8168 -2.1280 -1.3007
H 0.6706 -1.2217 -2.1633
```


Here is the ion C3H9N2 with charge +1 in a non-equilibrium geometry from the OMol25 dataset. Energies are from ωB97M-V/def2-TZVPD.

Results
Charge   +1
Largest force on an atom   3.411 eV/A
Kohn-Sham gap   9.09 eV
Molar mass   73.1 g/mol

Structure (XYZ):
```
14
C3H9N2 | the OMol25 dataset | ωB97M-V/def2-TZVPD
C 0.2322 1.6707 -0.6931
N 0.0975 0.4355 -0.3679
C 1.0505 -0.5362 -0.9381
C -0.9664 -0.1988 0.4368
N -0.3919 -1.1004 1.4321
H -0.1100 2.5385 -0.1379
H 0.6528 1.8959 -1.6830
H 1.8355 -0.8058 -0.2375
H 0.6390 -1.5671 -0.9812
H 1.4631 -0.1386 -1.8672
H -1.5551 -0.7775 -0.2546
H -1.6418 0.4737 0.9886
H -0.4161 -0.8044 2.3875
H -0.6721 -2.1054 1.3457
```


Here is a cluster of 2 separate species, C3H9N2 in total from the OMol25 dataset. Energies are from ωB97M-V/def2-TZVPD.

Results
Charge   +1
Largest force on an atom   0.536 eV/A
Kohn-Sham gap   10.04 eV
Molar mass   73.1 g/mol

Structure (XYZ):
```
14
C3H9N2 | the OMol25 dataset | ωB97M-V/def2-TZVPD
N -2.6258 0.9507 1.0088
C -1.3792 0.5618 1.0582
N -0.4563 0.8507 0.1795
H -3.0097 1.5738 0.3149
H -3.2480 0.7182 1.7691
H -1.0568 -0.0323 1.9030
H 0.4848 0.4958 0.3241
H -0.6407 1.3417 -0.6870
C 1.4527 -1.4588 -1.0889
C 2.5206 -0.6999 -0.8714
H 0.7585 -1.2131 -1.8807
H 1.2722 -2.3254 -0.4621
H 2.7742 0.1034 -1.5543
H 3.1535 -0.8667 -0.0134
```


Here is a cluster of 2 separate species, C3H9N2O in total in a non-equilibrium geometry from the OMol25 dataset. Energies are from ωB97M-V/def2-TZVPD.

Results
Charge   +1
Largest force on an atom   5.130 eV/A
Kohn-Sham gap   9.55 eV
Molar mass   89.1 g/mol

Structure (XYZ):
```
15
C3H9N2O | the OMol25 dataset | ωB97M-V/def2-TZVPD
C -0.4999 -0.1002 0.8180
C 1.6297 -0.6154 1.9257
C -1.4056 0.3516 -1.0284
N 0.7312 -0.2019 0.7903
N -1.4824 -0.6980 -1.9028
O 1.3784 0.0949 -0.3933
H -1.1933 -0.6283 1.5180
H 1.5092 -1.6744 2.0729
H 2.5187 -0.2449 1.6637
H 1.3569 -0.0747 2.8096
H -0.6610 1.1562 -1.3002
H -2.3087 0.7494 -0.5064
H 1.3387 -0.5557 -1.0247
H -0.7187 -0.8321 -2.6174
H -2.1865 -1.4039 -1.9320
```


Here is a cluster of 2 separate species, C3H9N2O in total in a non-equilibrium geometry from the OMol25 dataset. Energies are from ωB97M-V/def2-TZVPD.

Results
Charge   +1
Largest force on an atom   4.545 eV/A
Kohn-Sham gap   11.00 eV
Molar mass   89.1 g/mol

Structure (XYZ):
```
15
C3H9N2O | the OMol25 dataset | ωB97M-V/def2-TZVPD
C -0.4845 2.1100 -0.2477
C -1.2516 -1.4328 -0.2135
C 0.8143 0.2665 0.1731
N 0.3549 1.2837 -0.6760
N 0.2119 -1.0587 -0.0990
O 2.1796 0.0870 -0.0014
H -0.7326 2.8654 -0.8645
H -0.8815 1.9864 0.7861
H -1.6500 -0.8792 0.5492
H -1.7243 -1.2316 -1.2417
H -1.2472 -2.5095 0.0480
H 0.5399 0.8059 1.5867
H 0.6213 -1.6790 0.5733
H 0.6789 -1.3856 -0.9787
H 2.5708 0.7715 0.6060
```


Here is the ion C3H9N2O with charge +1 in a non-equilibrium geometry from the OMol25 dataset. Energies are from ωB97M-V/def2-TZVPD.

Results
Charge   +1
Largest force on an atom   4.269 eV/A
Kohn-Sham gap   10.13 eV
Molar mass   89.1 g/mol

Structure (XYZ):
```
15
C3H9N2O | the OMol25 dataset | ωB97M-V/def2-TZVPD
C -1.6342 -0.0010 -1.4194
N -1.0987 1.1596 -0.6061
C -0.1629 0.8403 0.3124
O 0.3919 1.6610 1.0093
C 0.5800 -0.4895 0.2599
N 1.6114 -0.5955 1.4453
H -2.0820 -0.7366 -0.7541
H -0.7970 -0.5090 -2.0111
H -2.3542 0.4490 -2.1508
H -1.3872 2.1044 -0.8422
H 1.2574 -0.6522 -0.6989
H 0.0995 -1.5041 0.3148
H 0.9951 -0.7200 2.2847
H 2.1835 0.3373 1.5894
H 2.3972 -1.3437 1.2668
```